12
Properties=species:S:1:pos:R:3:forces:R:3 method="wB97M-V/def2-TZVPD" gap_ev=9.59 lumo_ev=0.7 spin_multiplicity=1 e_above_lowest_ev=5.849
C -0.10536 0.56208 -0.14888 3.927 -2.390 -1.600
C 1.81771 -0.85593 0.07033 -5.267 8.270 -0.427
H -2.53531 -0.12112 0.94987 -0.619 -0.809 -0.235
H -2.79841 -0.29086 -0.70998 1.698 0.154 1.934
H -0.33452 -1.49192 -0.34921 1.106 0.499 0.198
H 2.41762 -1.68242 0.11800 1.136 -1.958 0.501
H 1.23719 2.35818 0.42744 -1.131 -3.868 -3.672
N -2.05373 -0.36759 0.08593 -1.611 2.246 -0.814
N -1.25525 0.96219 0.06787 -2.436 -1.312 -0.449
N 0.39819 -0.76059 -0.34731 0.381 -2.163 0.523
N 2.13831 0.44985 0.28924 0.430 -3.423 -2.666
N 1.07357 1.23814 -0.45328 2.386 4.753 6.708

---

20
Properties=species:S:1:pos:R:3:forces:R:3 method="wB97M-V/def2-TZVPD" gap_ev=6.49 lumo_ev=-9.1 spin_multiplicity=1 charge=+1 e_above_lowest_ev=6.289
C -1.64258 -0.49640 -1.61192 -1.864 -0.542 0.713
C -0.58908 -0.37835 -0.40176 3.266 1.811 0.259
C 0.84568 -0.15576 -0.96804 -0.757 0.285 1.535
C 1.86582 0.24242 0.13101 0.620 -0.443 -0.029
C 1.80195 -0.66175 1.34976 -0.153 -0.165 0.375
N -0.84638 0.66550 0.45123 -1.336 -1.876 -0.755
H -1.76503 0.50939 -1.99696 0.211 -0.314 -0.613
H -2.60554 -0.90110 -1.27072 0.129 0.496 0.213
H -1.26208 -1.31941 -2.21602 0.559 0.679 -0.346
H -0.63249 -1.43184 -0.04992 -0.878 0.212 0.572
H 1.14900 -1.09747 -1.42558 0.167 0.430 -0.579
H 0.75978 0.74608 -1.57723 0.207 -0.588 -0.826
H 2.82137 0.15428 -0.39665 0.069 0.205 0.386
H 1.75904 1.26608 0.49708 -0.114 0.039 -0.538
H 1.92776 -1.71303 1.07398 -0.408 -0.036 0.066
H 2.52419 -0.49328 2.15768 0.137 0.407 -0.526
H 0.84087 -0.47159 1.85809 0.017 -0.497 -0.019
H -5.65891 4.28757 4.14798 -0.116 0.171 -0.392
H -1.81026 0.60629 0.83424 0.128 -0.102 0.114
H -5.46934 4.00719 4.79453 0.117 -0.172 0.391

---

| no. | E_HOMO (eV) |
| --- | --- |
| 1 | -8.883 |
| 2 | -15.561 |